[1]
Below is a cluster of 2 separate species, C2HNO2 in total at a distorted geometry, with properties calculated with wB97M-V/def2-TZVPD.

Atoms and positions in Å:
C  0.97706  -0.70109  -0.94668
C  0.74148  -1.56040  1.57901
N  0.22837  0.22387  -0.70752
O  1.62681  -1.54460  -1.40884
O  1.80185  -1.90805  1.65427
H  -0.10575  0.35816  0.29143

Forces on the atoms, in the same order (eV/Å):
C -0.319 0.006 -1.214
C -0.507 -0.029 0.400
N -0.612 0.534 2.335
O 0.300 -0.107 0.317
O 0.574 -0.238 0.142
H 0.564 -0.167 -1.980

Properties
Gap between HOMO and LUMO: 11.9021 eV
Calculated total energy: -7674.701 eV
Energy above the lowest of the compared OMol25 structures with the same formula, charge and spin: 9.4 kcal/mol

=====

[2]
Below is an isolated molecule of C5H4N2O at a distorted geometry, with properties calculated with wB97M-V/def2-TZVPD.

Atoms and positions in Å:
C  -0.12260  -2.30091  -1.53426
C  0.37138  -1.50675  -0.87833
C  0.54677  -0.13503  -0.35648
N  -0.45690  0.77095  -0.90219
C  -0.73868  1.54045  0.07407
N  -0.27034  1.16899  1.25655
C  0.58481  0.07097  1.07298
O  1.17669  -0.55932  1.91377
H  -0.65659  -3.05578  -2.13925
H  1.55561  0.18572  -0.67940
H  -1.38761  2.41439  -0.03592
H  -0.60255  1.40632  2.20845

Forces on the atoms, in the same order (eV/Å):
C -3.676 -6.428 -4.748
C 2.191 5.881 4.022
C 0.932 -1.217 -2.458
N 0.735 0.884 -0.604
C -2.174 0.598 -2.129
N 1.449 -0.567 4.017
C -0.391 -0.553 2.394
O -0.245 0.532 0.004
H 0.919 0.900 0.828
H -0.270 0.205 -0.210
H 0.122 -0.353 0.119
H 0.408 0.117 -1.234

Properties
SMILES string: C#C[C@H]1N=CNC1=O
Gap between HOMO and LUMO: 10.3750 eV
Calculated total energy: -10274.731 eV
Energy above the lowest of the compared OMol25 structures with the same formula, charge and spin: 46.8 kcal/mol

=====

[3]
Below is a cluster of 2 separate species, C9H14O in total at a distorted geometry, with properties calculated with wB97M-V/def2-TZVPD.

Atoms and positions in Å:
C  2.09520  -1.95604  0.95718
C  0.79422  -1.56957  0.46503
C  0.48511  -1.81885  -0.90263
C  -0.75982  -1.65441  -1.26179
C  -1.67683  -0.77969  -0.54383
O  -2.85097  -0.30938  -1.01517
C  -1.27065  -0.32898  0.69864
C  -0.01895  -0.70938  1.24827
H  2.40481  -1.82446  2.06265
H  3.01955  -1.72763  0.41266
H  2.25168  -3.07561  0.91896
H  1.31274  -2.14180  -1.58249
H  -1.34066  -2.13213  -2.01339
H  -3.03078  -0.28553  -2.02863
H  -1.94063  0.23997  1.22272
H  0.10137  -0.37968  2.23800
C  1.84403  4.07393  0.40910
C  0.62419  3.34852  -0.08207
H  2.58318  3.33770  0.66529
H  2.18431  4.71463  -0.43397
H  1.59350  4.41476  1.39591
H  0.04002  3.94878  -0.84384
H  -0.01322  3.29962  0.77544
H  0.94287  2.45327  -0.59544

Forces on the atoms, in the same order (eV/Å):
C 3.635 -3.024 2.462
C -0.169 3.110 0.287
C 3.549 -0.956 1.971
C -5.885 2.306 -0.625
C 2.644 -0.747 0.265
O -1.612 0.026 -2.440
C 1.602 -1.459 -1.272
C -1.785 -1.689 -2.945
H -1.120 0.542 -1.583
H -0.460 0.912 -0.382
H -0.709 0.616 -0.077
H -1.073 -0.437 0.739
H 0.599 -0.296 -1.659
H 1.182 -0.496 2.743
H -1.396 1.625 1.369
H 1.010 -0.004 1.144
C 0.252 -0.330 -0.862
C -0.820 1.149 -1.502
H 0.788 -0.342 -0.339
H 0.269 0.218 1.419
H 0.209 1.650 0.070
H 0.656 -0.493 0.786
H -0.760 -1.213 0.165
H -0.605 -0.669 0.266

Properties
SMILES string: Cc1ccc(O)cc1.CC
Gap between HOMO and LUMO: 8.7173 eV
Calculated total energy: -11605.143 eV
Energy above the lowest of the compared OMol25 structures with the same formula, charge and spin: 57.5 kcal/mol

=====

[4]
Below is a structure of composition C16H12F3FeN2O6SSe, with properties calculated with wB97M-V/def2-TZVPD.

Atoms and positions in Å:
Fe  0.25774  -0.71799  0.54056
C  -0.56630  -4.57827  -0.19229
O  -1.98211  -4.58133  -0.36468
C  -2.71806  -3.46677  -0.05090
C  -4.04551  -3.71081  0.24352
C  -4.91820  -2.68001  0.58696
C  -4.42591  -1.39383  0.64953
C  -3.08710  -1.11248  0.35600
C  -2.67272  0.28629  0.39844
N  -1.47082  0.63619  0.16822
N  -1.16859  1.98013  0.08837
C  0.13774  2.07826  -0.03994
O  0.96585  1.11353  -0.03705
C  0.69789  3.45245  -0.24379
C  2.01517  3.58091  -0.67436
C  2.55749  4.84188  -0.87967
C  1.79776  5.97968  -0.64258
C  0.48680  5.85243  -0.19926
C  -0.06109  4.59440  -0.00313
C  -2.18849  -2.14577  -0.03497
O  -0.96084  -1.92962  -0.41205
H  -0.26947  -5.62005  -0.32637
H  -0.29211  -4.24242  0.81078
H  -0.06334  -3.94421  -0.91592
H  -4.38012  -4.74165  0.21317
H  -5.95464  -2.89339  0.81917
H  -5.07397  -0.56893  0.92772
H  -3.43352  1.04493  0.60111
H  2.59951  2.68225  -0.82661
H  3.58318  4.93312  -1.21685
H  2.22750  6.96362  -0.79538
H  -0.10737  6.73775  -0.00185
H  -1.08095  4.46981  0.33545
Se  0.07380  -1.19339  2.75440
F  4.32064  -3.12706  -0.96673
C  4.71592  -2.12837  -0.15957
F  4.79984  -2.63033  1.07939
F  5.96950  -1.80091  -0.53372
S  3.57944  -0.66845  -0.24926
O  3.82473  -0.16157  -1.57822
O  4.01388  0.15250  0.84778
O  2.29681  -1.34254  -0.07542

Forces on the atoms, in the same order (eV/Å):
Fe 0.079 0.353 -0.178
C 0.071 -0.072 0.176
O -0.020 0.064 -0.306
C -0.055 -0.076 0.204
C 0.045 -0.027 0.014
C -0.012 0.055 0.011
C 0.011 -0.049 0.002
C -0.008 0.087 0.109
C 0.035 -0.171 -0.262
N -0.007 0.086 0.298
N 0.019 -0.087 0.093
C -0.034 0.038 -0.043
O 0.136 0.127 -0.016
C -0.007 -0.051 0.046
C -0.010 0.021 0.056
C 0.014 0.001 0.002
C 0.027 0.020 -0.011
C -0.001 0.009 0.002
C -0.037 -0.019 -0.047
C 0.012 0.059 -0.155
O -0.105 -0.199 -0.100
H 0.000 -0.003 0.035
H -0.002 0.031 -0.033
H -0.006 -0.049 -0.009
H -0.004 -0.005 0.001
H -0.001 -0.001 -0.005
H -0.012 0.000 0.003
H -0.013 0.028 -0.107
H -0.011 -0.021 -0.008
H 0.003 0.009 0.000
H 0.000 -0.002 -0.001
H -0.002 0.001 -0.005
H 0.002 -0.001 0.004
Se 0.037 -0.043 0.330
F -0.014 -0.026 -0.069
C -0.007 0.029 -0.019
F -0.038 -0.033 0.079
F 0.048 0.061 0.004
S 0.161 -0.030 -0.076
O -0.038 -0.005 0.001
O 0.037 0.004 -0.021
O -0.294 -0.113 -0.001

Properties
Gap between HOMO and LUMO (spin up / spin down): 6.2934 / 6.2507 eV
Spin multiplicity: 6
Total charge: -2
Calculated total energy: -150776.161 eV
Energy above the lowest of the compared OMol25 structures with the same formula, charge and spin: 0.0 kcal/mol